A structure of composition C36H49Cl2N2O4PdSTe at a distorted geometry, computed with wB97M-V/def2-TZVPD.

## Properties
Kohn-Sham gap (alpha / beta)	5.9 / 4.8	eV
DFT total energy	-3525.476463	a.u.
total charge	+2
expectation value of S²	0.93
multiplicity	2

Last column: Löwdin spin population.
Element x y z (Å)
1 Pd -1.079 -1.106 2.889  -0.0339
2 Cl -1.974 1.196 3.505  0.0324
3 C -3.673 0.947 3.226  0.0707
4 C -4.454 2.045 2.966  -0.0031
5 C -5.822 1.857 2.753  0.1073
6 C -6.384 0.593 2.782  -0.0126
7 C -5.585 -0.511 3.041  0.0900
8 Cl -6.291 -2.064 3.037  0.0403
9 C -4.199 -0.368 3.289  0.0934
10 S -3.259 -1.719 3.688  0.6084
11 H -4.020 3.032 2.944  -0.0008
12 H -6.449 2.716 2.563  0.0056
13 H -7.438 0.452 2.598  -0.0014
14 C 1.255 -3.259 2.420  0.0014
15 O -0.141 -3.222 2.715  0.0013
16 C -0.475 -4.005 3.872  0.0000
17 C -0.050 -3.332 5.168  0.0000
18 O -0.778 -2.121 5.268  0.0039
19 C -0.626 -1.463 6.514  0.0009
20 H 1.550 -4.292 2.219  0.0003
21 H 1.852 -2.852 3.236  0.0000
22 H 1.404 -2.655 1.525  0.0002
23 H -0.003 -4.990 3.786  0.0000
24 H -1.560 -4.130 3.850  0.0001
25 H 1.027 -3.126 5.176  0.0003
26 H -0.277 -3.991 6.013  -0.0002
27 H -0.860 -2.144 7.336  -0.0002
28 H -1.326 -0.630 6.527  0.0012
29 H 0.395 -1.085 6.630  0.0001
30 O 0.935 -0.483 3.586  -0.0338
31 C 1.807 0.308 3.161  -0.0027
32 C 3.084 0.480 3.938  -0.0026
33 C 4.380 0.148 3.161  -0.0004
34 C 4.174 -0.219 1.693  0.0000
35 C 3.773 0.970 0.820  0.0001
36 C 2.697 1.832 1.477  0.0001
37 N 1.633 1.030 2.063  0.0012
38 H 2.991 -0.152 4.820  -0.0001
39 H 3.105 1.514 4.290  -0.0002
40 H 4.870 -0.689 3.659  0.0000
41 H 5.066 0.994 3.227  -0.0001
42 H 3.413 -1.003 1.621  0.0000
43 H 5.097 -0.650 1.301  0.0000
44 H 3.407 0.597 -0.140  0.0000
45 H 4.639 1.601 0.618  0.0000
46 H 2.249 2.513 0.751  0.0000
47 H 3.133 2.448 2.265  0.0000
48 H 0.790 0.833 1.517  0.0004
49 C -2.902 0.132 -0.895  0.0015
50 C -1.920 -0.318 0.152  0.0018
51 O -2.368 -1.036 1.084  0.0244
52 N -0.653 0.006 0.181  -0.0001
53 Te 0.327 0.722 -1.577  0.0027
54 C 0.804 2.322 -2.953  0.0000
55 C 0.180 3.545 -2.773  0.0000
56 C -0.954 3.758 -1.819  0.0001
57 C 0.586 4.601 -3.581  0.0000
58 C 1.604 4.450 -4.511  0.0000
59 C 2.073 5.603 -5.342  0.0000
60 C 2.198 3.201 -4.640  0.0000
61 C 1.829 2.106 -3.863  0.0001
62 C 2.576 0.815 -4.054  0.0001
63 C -0.129 -0.881 -2.847  0.0005
64 C 0.425 -2.130 -2.568  0.0003
65 C 1.417 -2.398 -1.471  0.0000
66 C 0.064 -3.199 -3.381  0.0000
67 C -0.817 -3.057 -4.441  0.0003
68 C -1.202 -4.223 -5.295  0.0000
69 C -1.351 -1.795 -4.688  0.0000
70 C -1.028 -0.693 -3.912  0.0002
71 C -1.657 0.622 -4.262  0.0001
72 H -3.911 -0.107 -0.565  0.0001
73 H -2.711 -0.384 -1.837  0.0001
74 H -2.815 1.206 -1.057  0.0003
75 H -0.934 3.058 -0.972  0.0001
76 H -1.913 3.630 -2.327  0.0000
77 H -0.932 4.767 -1.410  0.0000
78 H 0.097 5.559 -3.476  0.0000
79 H 1.456 6.484 -5.185  0.0000
80 H 2.055 5.352 -6.401  0.0000
81 H 3.101 5.860 -5.088  0.0000
82 H 2.994 3.065 -5.361  0.0000
83 H 2.698 0.609 -5.116  0.0000
84 H 2.080 -0.045 -3.610  0.0000
85 H 3.573 0.893 -3.622  0.0000
86 H 1.744 -1.490 -0.957  0.0000
87 H 2.300 -2.889 -1.880  0.0000
88 H 0.978 -3.065 -0.725  0.0000
89 H 0.494 -4.170 -3.178  0.0000
90 H -0.580 -5.091 -5.090  0.0000
91 H -1.113 -3.975 -6.351  0.0000
92 H -2.242 -4.499 -5.115  0.0000
93 H -2.049 -1.669 -5.505  0.0000
94 H -2.602 0.460 -4.777  0.0000
95 H -1.011 1.203 -4.921  0.0000
96 H -1.864 1.237 -3.382  0.0000